# 1
177
Properties=species:S:1:pos:R:3 method="wB97M-V/def2-TZVPD" total_energy_ha=-3317.227187 de_lowest_kcal_mol=19.8 gap_ev=7.88
C 6.143 1.348 -3.772
O 6.959 2.331 -3.232
H 6.591 0.799 -4.600
H 5.883 0.638 -2.986
H 5.161 1.730 -4.051
H 6.714 3.235 -3.445
C 1.007 -2.274 1.802
O -0.085 -3.173 2.004
H 1.914 -2.621 2.296
H 1.152 -2.270 0.722
H 0.708 -1.292 2.171
H -0.501 -2.837 2.802
C 1.778 -2.081 -5.084
C 2.538 -2.167 -3.739
C 1.523 -1.763 -2.602
C 0.565 -2.959 -2.270
C 1.312 -4.274 -1.932
C 2.406 -4.617 -2.994
N 3.171 -3.497 -3.442
O 4.109 -3.800 -4.443
C 3.292 -5.604 -2.236
C 1.740 -5.382 -4.170
C 3.547 -0.997 -3.708
H 2.369 -2.360 -5.956
H 1.629 -1.039 -5.369
H 0.942 -2.779 -5.112
H 2.055 -1.560 -1.672
H 0.974 -0.846 -2.818
H -0.074 -3.048 -3.149
H -0.085 -2.707 -1.432
H 0.597 -5.069 -1.716
H 1.930 -4.029 -1.068
H 3.686 -5.226 -1.292
H 2.716 -6.454 -1.871
H 4.094 -6.010 -2.853
H 1.136 -4.831 -4.891
H 2.542 -5.782 -4.790
H 1.061 -6.143 -3.786
H 2.972 -0.072 -3.659
H 4.270 -0.957 -4.523
H 4.139 -1.033 -2.793
H 4.920 -4.031 -3.984
C -8.911 0.251 0.373
C -8.465 1.767 0.444
C -8.362 2.137 1.922
C -7.206 1.403 2.600
C -5.892 1.818 1.894
C -5.910 1.485 0.366
N -7.181 1.974 -0.273
O -7.322 1.701 -1.597
C -4.782 2.344 -0.251
C -5.648 -0.058 0.252
C -9.538 2.689 -0.133
H -8.725 -0.392 1.233
H -8.333 -0.316 -0.357
H -9.914 0.101 -0.027
H -8.320 3.226 1.948
H -9.195 1.727 2.492
H -7.361 0.324 2.610
H -7.096 1.676 3.650
H -5.079 1.292 2.395
H -5.704 2.878 2.064
H -3.908 2.304 0.399
H -4.512 2.056 -1.267
H -5.021 3.404 -0.342
H -4.750 -0.390 0.772
H -6.435 -0.607 0.770
H -5.530 -0.443 -0.761
H -10.539 2.490 0.250
H -9.698 2.448 -1.183
H -9.312 3.755 -0.108
H -7.389 2.522 -2.090
C 4.778 -0.935 -0.291
C 5.795 -0.381 0.743
C 6.914 0.153 -0.172
C 7.978 1.145 0.321
C 7.237 2.299 1.050
C 6.038 1.863 2.048
N 5.213 0.799 1.470
O 4.080 0.516 2.187
C 6.705 1.347 3.370
C 5.143 3.151 2.284
C 6.348 -1.506 1.713
H 3.775 -1.146 0.081
H 5.154 -1.699 -0.971
H 4.554 -0.125 -0.986
H 7.431 -0.575 -0.798
H 6.570 0.776 -0.998
H 8.551 1.635 -0.466
H 8.671 0.691 1.029
H 6.876 3.010 0.307
H 7.957 2.928 1.574
H 6.920 2.138 4.089
H 6.055 0.684 3.941
H 7.719 0.954 3.299
H 4.312 2.907 2.946
H 5.710 4.043 2.548
H 4.612 3.369 1.357
H 5.772 -1.570 2.636
H 7.428 -1.473 1.859
H 6.148 -2.465 1.236
H 3.348 0.502 1.566
C -2.606 -0.825 2.890
C -3.140 -1.773 3.913
C -4.464 -2.425 3.294
C -4.874 -3.766 3.933
C -3.768 -4.794 3.982
C -2.470 -4.188 4.629
N -2.116 -2.847 4.117
O -0.887 -2.372 4.564
C -2.748 -4.116 6.176
C -1.319 -5.167 4.349
C -3.554 -0.933 5.168
H -1.844 -0.277 3.444
H -3.326 -0.102 2.505
H -2.217 -1.349 2.018
H -5.226 -1.658 3.437
H -4.179 -2.550 2.250
H -5.724 -4.119 3.349
H -5.241 -3.629 4.950
H -3.468 -5.092 2.977
H -4.216 -5.678 4.436
H -3.423 -3.315 6.478
H -3.252 -5.021 6.514
H -1.797 -4.065 6.708
H -1.145 -5.224 3.275
H -0.355 -4.942 4.805
H -1.561 -6.146 4.762
H -2.686 -0.578 5.724
H -4.179 -1.496 5.861
H -4.192 -0.065 5.000
H -1.016 -2.355 5.516
C -1.873 5.275 -1.614
C -0.857 4.777 -0.655
O -1.465 3.932 0.295
C -0.876 3.404 1.433
O -1.468 2.618 2.172
O 0.344 3.929 1.701
C 1.078 3.383 2.795
H -2.408 6.098 -1.140
H -2.521 4.444 -1.893
H -1.525 5.730 -2.541
H -0.470 5.627 -0.094
H -0.077 4.258 -1.211
H 0.501 3.468 3.716
H 1.977 3.980 2.946
H 1.410 2.350 2.694
C -1.967 -0.032 -1.206
C -0.876 0.155 -0.200
O 0.105 0.809 -0.965
C 1.274 1.156 -0.468
O 1.804 0.844 0.651
O 1.813 1.952 -1.463
C 3.080 2.580 -1.284
H -2.758 -0.615 -0.735
H -1.582 -0.583 -2.064
H -2.357 0.938 -1.512
H -0.483 -0.747 0.267
H -1.347 0.843 0.502
H 3.818 1.870 -0.912
H 2.981 3.452 -0.637
H 3.458 2.805 -2.282
C 2.628 4.114 -6.400
C 2.676 4.165 -4.903
O 1.333 4.091 -4.349
C 0.653 2.941 -4.413
O 1.086 1.894 -4.936
O -0.539 3.168 -3.866
C -1.617 2.170 -4.054
H 3.661 4.372 -6.630
H 1.917 4.815 -6.839
H 2.458 3.113 -6.798
H 3.253 5.064 -4.684
H 3.233 3.318 -4.501
H -2.449 2.543 -3.456
H -1.408 1.144 -3.751
H -1.873 2.154 -5.114

---

# 2
9
Properties=species:S:1:pos:R:3 method="wB97M-V/def2-TZVPD" spin_multiplicity=3 total_energy_ha=-358.184122 de_lowest_kcal_mol=131.4 gap_ev="7.45 / 7.82"
C 0.664 -0.440 -1.312
C -0.670 -0.420 0.397
N -0.186 0.801 0.918
O 0.827 0.540 -1.917
O -1.043 1.635 1.177
O 1.019 0.922 0.989
H 1.399 -1.378 -1.410
H -1.694 -0.437 0.236
H -0.315 -1.223 0.922

---

# 3
77
Properties=species:S:1:pos:R:3 method="wB97M-V/def2-TZVPD" spin_multiplicity=2 total_energy_ha=-4922.213851 de_lowest_kcal_mol=69.9 gap_ev="6.86 / 7.33"
V -1.120 -0.504 -0.616
N -0.467 -2.328 2.659
C 0.290 -1.512 3.493
C 0.565 -1.890 4.812
C 1.308 -1.082 5.649
C 1.793 0.142 5.199
C 1.498 0.539 3.909
C 0.750 -0.269 3.052
P 0.259 0.464 1.467
C 1.682 1.334 0.755
C 2.989 0.911 0.979
C 4.042 1.587 0.383
C 3.800 2.669 -0.452
C 2.498 3.075 -0.701
C 1.441 2.408 -0.100
C -0.833 1.772 2.156
C -2.043 1.300 2.666
C -2.942 2.159 3.271
C -2.642 3.512 3.378
C -1.434 3.986 2.895
C -0.530 3.120 2.289
H -0.524 -3.277 3.002
H -0.097 -2.355 1.707
H 0.202 -2.850 5.163
H 1.516 -1.412 6.659
H 2.378 0.779 5.847
H 1.836 1.509 3.563
H 3.166 0.043 1.596
H 5.056 1.258 0.565
H 4.629 3.193 -0.912
H 2.299 3.913 -1.358
H 0.426 2.730 -0.297
H -2.276 0.240 2.602
H -3.877 1.777 3.658
H -3.347 4.190 3.840
H -1.184 5.035 2.991
H 0.415 3.510 1.935
C -4.408 -4.814 -0.139
N -3.966 -3.433 -0.034
C -4.658 -2.391 0.546
C -3.872 -1.294 0.426
N -2.705 -1.665 -0.214
C -2.799 -2.962 -0.473
H -5.230 -4.894 -0.848
H -4.727 -5.171 0.837
H -3.574 -5.419 -0.484
H -5.631 -2.525 0.984
H -4.046 -0.278 0.736
H -2.038 -3.551 -0.960
Cl -3.054 0.115 -3.281
C -2.563 1.716 -2.695
Cl -0.808 1.946 -2.829
C -2.974 1.816 -1.219
O -3.870 2.553 -0.898
O -2.292 1.045 -0.428
H -3.058 2.466 -3.299
O 2.507 -0.169 -2.087
S 3.319 -0.234 -3.341
C 2.219 -0.805 -4.693
C 1.889 0.378 -5.599
C 3.075 1.338 -5.506
C 3.368 1.457 -4.020
H 1.361 -1.250 -4.192
H 2.754 -1.599 -5.213
H 0.984 0.879 -5.250
H 1.708 0.049 -6.623
H 2.863 2.312 -5.947
H 3.937 0.920 -6.034
H 2.568 1.979 -3.489
H 4.322 1.918 -3.769
F 1.708 -1.610 0.721
Te 1.516 -2.820 -1.192
F 2.224 -4.335 -0.373
F 0.344 -3.919 -2.231
F 2.754 -3.192 -2.694
F -0.160 -3.034 -0.017
O -0.512 -1.196 -1.882

---

# 4
86
Properties=species:S:1:pos:R:3 method="wB97M-V/def2-TZVPD" total_energy_ha=-13919.020100 gap_ev=6.91
C 1.404 1.995 -1.362
C -0.001 2.587 -0.869
C -0.816 1.478 -0.073
I -0.057 1.200 1.973
C -2.361 1.679 -0.107
C -3.042 3.012 0.270
P -2.042 4.525 0.798
O -2.328 5.716 -0.398
O -2.693 5.209 2.201
C -4.508 3.190 0.248
Cl -5.297 4.756 0.687
C -5.426 2.082 -0.176
N -6.777 2.030 -0.306
S -7.259 0.504 -0.826
N -5.720 -0.169 -0.896
C -4.772 0.743 -0.538
C -3.270 0.581 -0.479
I -2.535 -1.402 -0.982
H 1.819 2.609 -2.208
H 2.106 1.931 -0.480
H 1.300 0.933 -1.747
H 0.264 3.473 -0.218
H -0.589 2.958 -1.760
H -0.569 0.502 -0.589
H -1.718 5.561 -1.157
H -2.244 6.079 2.293
C -0.422 -4.783 0.823
Cl 1.344 -4.851 0.777
Cl -1.089 -4.418 -0.772
H -0.804 -5.745 1.155
H -0.727 -4.005 1.518
C 1.569 -3.870 4.580
Cl 1.858 -2.415 3.619
Cl 0.266 -4.847 3.889
H 2.479 -4.464 4.604
H 1.291 -3.577 5.589
C 2.536 -3.649 -2.819
Cl 2.213 -2.041 -2.153
Cl 4.255 -4.049 -2.734
H 1.974 -4.386 -2.250
H 2.222 -3.669 -3.858
C -3.418 6.978 -3.084
Cl -2.171 5.824 -3.584
Cl -3.289 8.492 -3.987
H -4.395 6.540 -3.267
H -3.298 7.186 -2.025
C 7.169 -5.813 -4.168
Cl 7.429 -7.557 -4.054
Cl 7.244 -5.045 -2.578
H 7.939 -5.383 -4.803
H 6.188 -5.630 -4.600
C 3.419 -7.519 -1.029
Cl 5.184 -7.599 -1.029
Cl 2.793 -7.109 -2.633
H 3.023 -8.487 -0.734
H 3.100 -6.758 -0.322
C 5.451 -1.119 -0.832
Cl 5.100 0.481 -0.168
Cl 7.180 -1.488 -0.742
H 4.902 -1.865 -0.263
H 5.139 -1.146 -1.872
C -4.853 8.422 1.923
Cl -3.742 8.653 3.277
Cl -4.026 8.609 0.375
H -5.275 7.421 1.981
H -5.647 9.163 1.989
C 0.149 -5.893 -5.422
Cl -0.166 -4.275 -4.787
Cl 1.874 -6.277 -5.353
H -0.396 -6.621 -4.827
H -0.185 -5.935 -6.456
C 9.307 -3.299 1.372
Cl 9.724 -3.085 3.078
Cl 10.701 -2.999 0.328
H 8.965 -4.320 1.219
H 8.516 -2.600 1.112
C -4.408 2.307 4.279
Cl -3.183 1.751 5.427
Cl -4.350 1.366 2.780
H -5.389 2.190 4.727
H -4.226 3.361 4.054
C -6.047 5.338 5.940
Cl -6.415 3.701 6.494
Cl -4.826 5.346 4.655
H -6.959 5.791 5.559
H -5.672 5.914 6.782

---

# 5
86
Properties=species:S:1:pos:R:3 method="wB97M-V/def2-TZVPD" spin_multiplicity=2 total_energy_ha=-7290.350176 de_lowest_kcal_mol=1.4 charge=-1 gap_ev="4.25 / 6.84"
Ti -0.237 0.757 -0.069
O -0.975 1.307 -1.850
N -1.140 2.584 -2.197
C -1.140 2.875 -3.514
C -1.359 4.156 -3.934
C -1.577 5.150 -2.974
C -1.554 4.832 -1.642
C -1.312 3.514 -1.225
S -1.170 2.995 0.392
H -0.962 2.025 -4.155
H -1.348 4.377 -4.990
H -1.733 6.176 -3.280
H -1.673 5.583 -0.876
N 4.521 -0.203 1.313
N 3.636 -0.589 0.245
H 4.074 -0.427 2.199
H 4.566 0.811 1.289
H 2.680 -0.541 0.588
H 3.829 -1.560 0.035
Cl 1.902 5.043 -1.690
Ge 2.230 4.904 0.660
Cl 3.332 6.890 0.817
Cl 4.128 3.574 0.625
O -1.119 -1.917 -2.010
C -0.384 -1.998 -1.044
O 0.294 -0.965 -0.574
C -0.212 -3.272 -0.290
C 0.536 -3.320 0.877
C 0.645 -4.501 1.616
C -0.013 -5.599 1.127
O -0.084 -6.852 1.668
C -0.775 -7.652 0.712
O -1.326 -6.783 -0.273
C -0.757 -5.554 -0.043
C -0.879 -4.410 -0.778
H 1.038 -2.431 1.232
H 1.213 -4.544 2.535
H -1.580 -8.192 1.209
H -0.067 -8.339 0.238
H -1.459 -4.357 -1.689
C -3.783 -0.316 -1.569
P -3.390 -0.422 0.172
C -4.479 0.692 1.044
C -3.722 -2.081 0.746
O -1.935 -0.089 0.462
H -4.820 -0.616 -1.732
H -3.099 -0.964 -2.117
H -3.642 0.712 -1.903
H -5.518 0.465 0.802
H -4.241 1.715 0.750
H -4.321 0.574 2.115
H -4.778 -2.329 0.639
H -3.438 -2.138 1.799
H -3.115 -2.780 0.169
O 1.676 -0.730 2.525
C 0.611 -0.140 2.530
O 0.397 0.872 1.624
C -0.542 -0.456 3.343
C -1.672 0.389 3.408
C -2.830 -0.024 4.005
C -2.925 -1.337 4.527
C -1.772 -2.158 4.558
C -0.610 -1.713 3.988
N -4.148 -1.818 4.963
O -4.214 -2.975 5.448
O -5.169 -1.088 4.826
H -1.616 1.382 2.980
H -3.690 0.624 4.091
H -1.847 -3.135 5.011
H 0.270 -2.343 3.978
N 1.513 1.569 -0.898
C 2.448 1.736 -1.561
N 3.493 1.939 -2.298
C 4.838 1.450 -1.964
C 5.848 2.528 -2.299
O 5.714 2.950 -3.651
C 4.447 3.561 -3.835
C 3.331 2.554 -3.623
H 5.031 0.556 -2.566
H 4.859 1.169 -0.917
H 6.855 2.129 -2.187
H 5.716 3.381 -1.625
H 4.416 3.935 -4.858
H 4.315 4.395 -3.139
H 3.382 1.770 -4.386
H 2.366 3.055 -3.656

---

# 6
38
Properties=species:S:1:pos:R:3 method="wB97M-V/def2-TZVPD" total_energy_ha=-767.558880 de_lowest_kcal_mol=51.0 gap_ev=9.86
C -1.656 0.167 -0.488
C -1.064 -1.145 0.022
C -1.292 1.480 0.262
C -1.059 2.773 -0.589
C -0.220 2.474 -1.803
C -2.395 3.401 -1.053
C 0.876 -1.805 1.125
C 0.836 -0.909 2.278
C 2.335 -2.254 0.681
C 2.273 -3.420 -0.308
C 3.135 -1.041 0.209
H -3.619 -0.130 0.022
H -3.213 -0.806 -1.348
H -1.187 0.254 -1.475
H -0.387 1.291 0.919
H -2.086 1.689 1.006
H -0.576 3.558 0.072
H 0.035 3.407 -2.307
H -0.742 1.769 -2.535
H 0.780 2.039 -1.597
H -2.790 3.949 -0.200
H -2.302 4.155 -1.804
H -3.203 2.704 -1.332
H 0.646 -0.179 -0.251
H 0.147 -2.546 1.454
H 2.793 -2.630 1.668
H 1.634 -3.077 -1.215
H 1.727 -4.260 0.071
H 3.274 -3.563 -0.658
H 4.242 -1.030 0.330
H 3.121 -0.932 -0.851
H 2.832 -0.155 0.696
H 0.209 -0.803 4.069
N -3.101 0.034 -0.816
N 0.262 -1.145 0.023
O -1.792 -2.105 0.078
O 1.389 0.182 2.327
O 0.135 -1.393 3.318